(1)
This record from the OMol25 dataset describes 9 unconnected molecules or ions with the total composition C46H114N15O17P5 at a distorted geometry. The level of theory is ωB97M-V with the def2-TZVPD basis set.

The geometry in XYZ format:
```
197
Properties=species:S:1:pos:R:3:mulliken_charge:R:1
C -2.6840 -1.6681 -5.7987 -1.364
N -3.1550 -0.9087 -4.6227 0.690
C -2.1351 -0.3751 -3.6459 0.361
P -4.7868 -0.4978 -4.4256 0.245
O -5.7348 -1.2457 -5.3198 -0.854
N -5.0476 -0.7741 -2.7739 0.644
C -4.8046 -2.1160 -2.1434 -1.051
C -6.1548 -0.0776 -2.1135 -1.380
N -4.7988 1.2117 -4.7022 0.271
C -4.8490 1.5978 -6.0877 -1.079
C -4.1951 2.1668 -3.7821 -0.113
H -3.1879 -2.6317 -5.8740 0.311
H -1.6038 -1.8117 -5.7729 0.376
H -2.7816 -0.9295 -6.5943 0.346
H -1.4991 -1.1577 -3.2321 0.593
H -2.5932 0.1905 -2.8345 -0.350
H -1.3945 0.1030 -4.2870 -0.655
H -4.3281 -2.1125 -1.1631 0.193
H -5.7361 -2.6404 -1.9300 0.445
H -4.1581 -2.7914 -2.7037 0.314
H -7.0754 -0.5451 -2.4630 0.326
H -6.2036 -0.4144 -1.0780 0.445
H -6.1840 1.0007 -2.2702 0.424
H -3.7945 1.7851 -6.2904 0.200
H -5.0681 0.7823 -6.7769 0.377
H -5.4010 2.5054 -6.3322 0.319
H -4.6333 3.1527 -3.9371 0.565
H -3.1455 2.3017 -4.0432 -0.124
H -4.3584 1.8691 -2.7464 -0.345
C 6.6904 -2.7342 1.5912 -1.151
N 5.6578 -2.7378 0.5271 0.319
C 4.5393 -1.8529 0.7452 -0.372
P 6.2054 -3.2461 -1.0504 0.396
O 7.3568 -4.2260 -1.0432 -0.870
N 4.8630 -3.7892 -1.9257 0.302
C 4.6107 -3.4513 -3.3033 -1.020
C 3.9931 -4.7073 -1.3087 -1.227
N 6.6972 -1.7750 -1.7249 0.297
C 8.1540 -1.4789 -1.7976 -1.120
C 5.7761 -0.7136 -2.1486 -1.112
H 6.5759 -3.5697 2.2818 0.263
H 6.5196 -1.8379 2.1874 0.355
H 7.6880 -2.9029 1.1856 0.420
H 3.6705 -2.0814 0.1280 -0.166
H 4.8507 -0.8393 0.4925 0.291
H 4.2449 -1.9380 1.7912 0.141
H 3.7273 -2.8243 -3.4240 0.197
H 5.3310 -2.8331 -3.8391 0.338
H 4.2459 -4.3360 -3.8252 0.497
H 3.9940 -4.6379 -0.2209 0.353
H 2.9735 -4.7228 -1.6937 0.445
H 4.4206 -5.6993 -1.4548 0.316
H 8.6698 -2.2099 -2.4203 0.282
H 8.1839 -0.4918 -2.2590 0.487
H 8.5963 -1.4221 -0.8030 0.251
H 6.0639 0.2915 -1.8405 0.452
H 4.7136 -0.9127 -2.0083 0.096
H 5.8348 -0.5114 -3.2181 0.508
C 0.3405 1.4342 -1.8080 0.041
N 0.8743 0.1615 -1.2821 1.079
C 1.9199 -0.4004 -2.0891 -0.880
P 0.6819 -0.2944 0.3847 -1.151
O 1.8143 0.1491 1.2214 -0.797
N -0.8100 0.4617 0.7708 1.408
C -0.7568 1.5032 1.7202 -0.609
C -2.1208 0.1143 0.1606 0.056
N 0.3548 -1.9869 0.4193 1.117
C 0.8057 -2.7767 1.5764 -0.873
C -0.4213 -2.7609 -0.5070 -0.786
H 0.2356 1.4412 -2.8929 -0.220
H 0.9204 2.2341 -1.3477 0.436
H -0.6787 1.4702 -1.4231 -0.602
H 1.9347 -1.4812 -1.9488 0.381
H 2.8196 0.1828 -1.8928 0.415
H 1.8073 -0.1559 -3.1453 0.021
H -0.1188 1.2276 2.5599 -0.220
H -0.2295 2.3646 1.3104 0.161
H -1.7517 1.8506 1.9988 0.432
H -2.9476 0.3936 0.8136 0.137
H -2.3080 0.6299 -0.7812 -0.503
H -2.2536 -0.9671 0.1263 -0.187
H 0.0944 -3.5543 1.8546 0.437
H 1.7455 -3.2454 1.2843 0.021
H 0.9697 -2.0817 2.3999 0.035
H -1.1482 -3.3657 0.0352 0.231
H 0.0740 -3.5006 -1.1359 0.163
H -1.0142 -2.1109 -1.1505 0.068
C 6.0829 0.3083 6.8799 -1.137
N 5.4008 -0.9478 6.6574 0.251
C 5.7803 -1.9955 7.6463 -1.081
P 3.7149 -0.8893 6.2069 0.235
O 2.8127 -0.4970 7.3023 -0.902
N 3.6120 0.1942 4.8442 0.379
C 2.3050 0.7024 4.4335 -1.036
C 4.6645 0.2253 3.8573 -0.982
N 3.4562 -2.4669 5.6239 0.624
C 2.2167 -3.2296 5.9349 -1.297
C 4.3246 -3.1018 4.6693 -1.180
H 5.4391 1.1848 6.8072 0.336
H 6.8345 0.3580 6.0920 0.244
H 6.5059 0.2394 7.8821 0.478
H 5.2546 -1.8819 8.5944 0.336
H 6.8589 -1.9934 7.8033 0.460
H 5.4951 -2.9875 7.2958 0.265
H 2.5554 1.5419 3.7851 0.618
H 1.7082 -0.0601 3.9329 -0.043
H 1.8351 1.0779 5.3425 0.409
H 5.4356 -0.5318 3.9996 0.280
H 4.2164 0.1629 2.8656 0.293
H 5.2019 1.1645 3.9891 0.286
H 1.9900 -4.0783 5.2896 0.409
H 2.2470 -3.6033 6.9584 0.283
H 1.3630 -2.5575 5.8477 0.372
H 4.5727 -4.0775 5.0869 0.466
H 5.2092 -2.4834 4.5168 0.416
H 3.7628 -3.3109 3.7589 0.226
C -5.6488 -2.3767 6.6455 -1.383
N -6.2376 -2.1496 5.3398 0.109
C -7.3743 -2.9961 5.0861 -1.108
P -5.2217 -1.7047 3.9882 0.424
O -6.0583 -1.1886 2.8466 -0.946
N -4.0647 -0.6343 4.5510 0.670
C -4.5723 0.3773 5.4499 -1.294
C -3.0125 -0.1350 3.6470 -1.275
N -4.3656 -3.1688 3.6947 0.493
C -3.4301 -3.8256 4.6278 -1.076
C -4.3684 -3.6462 2.3574 -1.168
H -6.1259 -1.6595 7.3134 0.281
H -4.5624 -2.4085 6.7283 0.508
H -6.0212 -3.3433 6.9848 0.452
H -8.0382 -2.9975 5.9506 0.413
H -6.9869 -4.0095 4.9807 0.386
H -7.8896 -2.7842 4.1493 0.287
H -4.5147 -0.0878 6.4340 0.342
H -3.8789 1.2035 5.6073 0.409
H -5.5785 0.7536 5.2656 0.365
H -2.5035 -0.9686 3.1630 0.197
H -3.3929 0.5311 2.8726 0.342
H -2.2912 0.4155 4.2509 0.475
H -4.0389 -4.1280 5.4798 0.251
H -2.9842 -4.7162 4.1848 0.395
H -2.6568 -3.1320 4.9580 0.345
H -5.3070 -3.4497 1.8391 0.281
H -4.2390 -4.7267 2.4193 0.484
H -3.5665 -3.1886 1.7781 0.282
C 0.6918 5.0518 -7.8086 -1.426
C -0.3350 4.8871 -6.7290 0.459
C -0.9406 3.5103 -6.6289 -0.625
O -0.7962 3.1095 -5.2322 0.324
C 0.0554 3.9231 -4.6462 0.299
O 0.7060 3.8264 -3.5683 -0.572
O 0.3281 4.9558 -5.4707 -0.406
H 1.3309 5.8713 -7.4797 0.358
H 0.1780 5.3289 -8.7291 0.398
H 1.2717 4.1585 -8.0406 0.293
H -1.0434 5.7148 -6.7630 0.355
H -0.5921 2.8517 -7.4245 0.296
H -2.0025 3.6398 -6.8377 0.333
C 0.7693 0.4506 -6.2309 -0.930
C 1.7704 -0.0482 -7.3019 0.142
C 1.1962 -1.0881 -8.2155 -0.426
O 1.7251 -0.7591 -9.3853 -0.285
C 2.0029 0.4683 -9.4618 0.602
O 2.2828 1.1060 -10.5187 -0.618
O 1.9342 0.9848 -8.1965 -0.300
H 0.3384 -0.3376 -5.6136 0.232
H -0.0410 0.8942 -6.8094 0.128
H 1.2622 1.1556 -5.5614 0.353
H 2.7523 -0.2811 -6.8900 0.415
H 0.1187 -1.2193 -8.1152 0.249
H 1.4710 -2.0912 -7.8895 0.351
C -1.3940 6.2585 3.2312 -1.032
C 0.0366 5.8838 3.1655 0.378
C 0.4240 4.5600 3.7797 -0.375
O 1.2197 3.9762 2.8164 -0.077
C 1.2655 4.7190 1.6587 0.537
O 1.8286 4.2967 0.6156 -0.578
O 0.3617 5.7006 1.7711 -0.284
H -1.7386 6.1384 4.2583 0.406
H -1.9469 5.4334 2.7823 -0.099
H -1.7044 7.1766 2.7323 0.425
H 0.6518 6.6701 3.6030 0.315
H -0.4279 3.9064 3.9671 0.212
H 0.9478 4.7018 4.7251 0.345
C -1.8316 4.6833 -1.0190 -1.344
C -2.7610 4.3688 0.2074 1.613
C -3.7430 5.4330 0.6150 -0.189
O -4.9685 4.8545 0.6161 -0.362
C -4.9203 3.6344 0.0770 0.264
O -5.8462 2.8519 -0.1504 -0.532
O -3.6019 3.3412 -0.1386 0.175
H -0.9804 5.3024 -0.7355 0.320
H -2.4827 5.1369 -1.7663 0.501
H -1.3928 3.8183 -1.5162 -0.094
H -2.1876 3.9820 1.0499 -0.907
H -3.7458 6.3008 -0.0446 0.231
H -3.6111 5.7715 1.6427 0.290
```

## Properties
- Gap between HOMO and LUMO: 8.060 eV
- Strongest force on any atom: 7.32 eV/A
- E_HOMO: -0.29331 Ha
- LUMO level: 0.08 eV

(2)
This record from the OMol25 dataset describes 2 unconnected molecules or ions with the total composition CH3BrO2P at a distorted geometry. The level of theory is ωB97M-V with the def2-TZVPD basis set.

The geometry in XYZ format:
```
8
Properties=species:S:1:pos:R:3:nbo_charge:R:1
C 0.8587 0.4818 -0.0456 -1.056
O -0.6964 -0.6806 1.6187 -1.124
O -1.2214 -2.5357 -1.2376 -0.780
P -0.6045 -0.4816 0.1679 1.620
Br -1.9612 1.1699 -0.4359 -0.370
H 0.8844 1.2715 0.7803 0.243
H 1.7258 -0.1342 0.2171 0.232
H 1.0146 0.9089 -1.0648 0.234
```

## Properties
- Charge: -1
- Gap between HOMO and LUMO (alpha / beta): 7.732 / 7.734 eV
- Strongest force on any atom: 3.90 eV/A
- ΔE to the lowest compared entry with this formula, charge and spin: 5.913 eV
- E_HOMO (alpha / beta): -0.16600 / -0.16569 Ha
- LUMO level (alpha / beta): 3.22 / 3.22 eV

(3)
This record from the OMol25 dataset describes a molecular structure, C22H30BrCl3FGeIrN6O3SSi. The level of theory is ωB97M-V with the def2-TZVPD basis set.

The geometry in XYZ format:
```
70
Properties=species:S:1:pos:R:3:nbo_charge:R:1
Ir -0.4745 0.4389 -0.1713 1.370
C 4.5052 0.6568 -0.4096 -1.132
Si 2.8291 -0.1658 -0.3420 1.803
C 2.8124 -1.2037 1.2216 -1.145
C 2.7726 -1.2193 -1.8888 -1.143
N 1.4797 0.9837 -0.3371 -1.004
C 1.5961 2.3412 -0.6235 0.091
C 2.6856 3.1772 -0.3246 -0.247
C 2.6596 4.5338 -0.6153 -0.200
C 1.5447 5.1447 -1.1743 -0.248
C 0.4322 4.3653 -1.4638 -0.283
C 0.5232 3.0257 -1.1952 0.358
F -0.6150 2.2356 -1.4087 -0.331
H 5.2204 -0.1576 -0.5652 0.251
H 4.7920 1.1619 0.5137 0.232
H 4.6168 1.3482 -1.2452 0.246
H 3.0337 -2.2539 1.0148 0.242
H 1.8683 -1.1623 1.7599 0.245
H 3.5941 -0.8370 1.8916 0.243
H 3.3717 -2.1278 -1.7851 0.242
H 3.2014 -0.6397 -2.7109 0.246
H 1.7664 -1.5011 -2.1915 0.238
H 3.5432 2.7648 0.1778 0.231
H 3.5263 5.1326 -0.3672 0.227
H 1.5293 6.2069 -1.3712 0.233
H -0.4781 4.7800 -1.8781 0.247
C 0.2805 2.1426 4.5825 -0.432
N -0.3004 1.7269 3.3174 -0.576
C -0.1965 2.4088 2.1785 0.833
N 0.4916 3.5456 2.1342 -0.778
O -0.8035 1.9861 1.1372 -0.736
H 0.0443 1.3946 5.3328 0.237
H -0.1359 3.0961 4.9130 0.209
H 1.3661 2.2178 4.5061 0.213
H -0.8736 0.9014 3.2690 0.425
H 0.7907 4.0121 2.9732 0.414
H 0.4793 4.0782 1.2756 0.442
C -3.4199 -3.6491 0.3673 -0.603
C -3.6789 -2.2228 0.8509 -0.458
C -3.4903 -1.1797 -0.2022 0.110
N -2.7483 -0.1296 -0.0621 -0.332
N -2.7900 0.7215 -1.1500 -0.415
C -3.5195 0.2634 -2.1282 0.262
N -3.6332 0.8706 -3.3194 -0.776
S -4.3055 -1.2334 -1.7267 0.410
H -3.5710 -4.3522 1.1850 0.232
H -2.4019 -3.7719 0.0018 0.213
H -4.1017 -3.9296 -0.4370 0.214
H -3.0187 -1.9534 1.6758 0.239
H -4.7030 -2.1417 1.2234 0.242
H -3.3359 1.8324 -3.3802 0.430
H -4.2907 0.5407 -4.0023 0.414
Br 0.4381 -6.1099 -3.6064 0.105
C 0.3991 -5.3025 -1.9048 -0.115
C 0.6420 -6.0705 -0.7738 -0.186
C 0.6153 -5.4812 0.4835 -0.198
C 0.3469 -4.1298 0.6134 -0.152
C 0.1038 -3.3749 -0.5307 -0.218
C 0.1312 -3.9507 -1.7977 -0.123
C -0.1683 -1.9460 -0.4067 0.782
O -0.1991 -1.3336 0.7325 -0.601
O -0.3599 -1.1691 -1.4046 -0.612
H 0.8537 -7.1256 -0.8796 0.242
H 0.8075 -6.0849 1.3598 0.234
H 0.3298 -3.6553 1.5853 0.238
H -0.0574 -3.3515 -2.6778 0.243
Cl -3.8854 4.0050 -1.9225 -0.432
Ge -3.1246 3.2935 -0.0077 1.166
Cl -2.5347 5.1062 1.0432 -0.416
Cl -4.8086 2.4766 1.0683 -0.402
```

## Properties
- Charge: +1
- Gap between HOMO and LUMO (alpha / beta): 7.178 / 5.783 eV
- <S²>: 0.7532
- Strongest force on any atom: 0.82 eV/A
- ΔE to the lowest compared entry with this formula, charge and spin: 0.771 eV
- E_HOMO (alpha / beta): -0.36926 / -0.36951 Ha
- LUMO level (alpha / beta): -2.87 / -4.27 eV
- Multiplicity: 2